# 1
# C34H43N2O

2 unconnected molecules or ions with the total composition C34H43N2O (ωB97M-V with the def2-TZVPD basis set, the Open Molecules 2025 dataset).

ORCA input file:
```
! RIJCOSX wB97M-V def2-TZVPD def2/J DEFGRID3
* xyz 1 1
C 0.001 8.790 0.403
N -0.360 8.285 1.729
C -1.316 7.305 1.840
O -2.013 6.887 0.916
C -1.381 6.878 3.285
C -2.796 6.867 3.843
C -3.521 8.170 3.636
C -3.485 9.153 4.630
C -4.173 10.355 4.445
C -4.897 10.570 3.266
C -4.933 9.586 2.272
C -4.240 8.391 2.460
N -0.470 7.788 3.964
C 0.088 7.380 5.165
C -0.386 6.403 6.000
C 0.288 5.889 7.177
C -0.067 4.619 7.704
C 0.639 4.066 8.758
C 1.703 4.760 9.348
C 2.009 6.053 8.886
C 1.308 6.619 7.827
C 0.361 8.516 2.959
C 0.672 10.033 3.265
C -0.630 10.829 3.151
C 1.713 10.539 2.258
C 1.256 10.172 4.666
H -0.549 8.212 -0.351
H -0.285 9.846 0.285
H 1.079 8.689 0.220
H -0.987 5.854 3.335
H -3.325 6.062 3.319
H -2.792 6.625 4.908
H -2.920 8.960 5.549
H -4.148 11.111 5.234
H -5.443 11.503 3.128
H -5.498 9.737 1.353
H -4.231 7.619 1.686
H 1.049 7.845 5.354
H -1.255 5.822 5.678
H -0.873 4.061 7.223
H 0.380 3.075 9.131
H 2.255 4.315 10.178
H 2.816 6.604 9.370
H 1.560 7.621 7.461
H 1.350 8.008 2.890
H -1.330 10.531 3.935
H -0.415 11.898 3.269
H -1.103 10.669 2.175
H 2.557 9.839 2.183
H 1.288 10.686 1.260
H 2.110 11.513 2.584
H 2.171 9.573 4.771
H 1.518 11.222 4.859
H 0.529 9.874 5.427
C 1.037 6.284 12.271
C -0.390 6.042 12.035
C -1.434 6.498 12.853
C -2.710 5.826 12.768
C -2.837 4.548 11.993
C -3.798 6.278 13.499
C -3.694 7.391 14.336
C -4.918 7.919 15.021
C -2.457 8.020 14.481
C -1.327 7.601 13.793
C -0.037 8.293 14.102
H 1.627 5.580 11.677
H 1.338 7.300 11.972
H 1.276 6.139 13.337
H -0.631 5.383 11.208
H -3.866 4.183 12.078
H -2.613 4.687 10.929
H -2.176 3.757 12.379
H -4.750 5.737 13.422
H -4.662 8.807 15.608
H -5.694 8.186 14.291
H -5.338 7.154 15.684
H -2.370 8.872 15.172
H -0.239 9.147 14.760
H 0.686 7.662 14.639
H 0.440 8.685 13.200
*
```

HOMO-LUMO gap = 4.1332 eV
LUMO energy = -5.469 eV
energy relative to the best compared isomer or geometry (same formula, charge and spin) = 0.00 kcal/mol

---

# 2
# C34H44As2BrN3O2ReS3Si2Te

A molecular structure, C34H44As2BrN3O2ReS3Si2Te (ωB97M-V with the def2-TZVPD basis set, the Open Molecules 2025 dataset).

ORCA input file:
```
! RIJCOSX wB97M-V def2-TZVPD def2/J DEFGRID3
* xyz 0 4
Re -0.095 1.173 0.568
C 0.548 -0.089 4.381
As -0.603 0.755 3.080
C -1.351 2.233 4.100
C -2.081 -0.552 3.017
C -2.224 -1.573 3.953
C -3.241 -2.510 3.826
C -4.133 -2.434 2.769
C -4.004 -1.422 1.830
C -2.982 -0.489 1.953
As -2.654 0.871 0.622
C -3.689 2.392 1.243
C -3.707 0.374 -0.919
H 0.975 -1.010 3.988
H -0.050 -0.294 5.267
H 1.336 0.612 4.629
H -2.280 1.925 4.578
H -1.519 3.089 3.449
H -0.618 2.519 4.850
H -1.534 -1.667 4.780
H -3.326 -3.309 4.552
H -4.922 -3.168 2.667
H -4.689 -1.378 0.993
H -4.741 2.112 1.244
H -3.529 3.241 0.581
H -3.387 2.672 2.248
H -4.756 0.316 -0.633
H -3.356 -0.573 -1.316
H -3.589 1.155 -1.669
S 2.248 1.108 0.084
C 3.157 0.865 1.569
C 4.187 -0.067 1.594
C 4.976 -0.227 2.726
C 6.008 -1.226 2.728
N 6.813 -2.046 2.717
C 4.738 0.576 3.848
C 3.703 1.500 3.831
C 2.887 1.646 2.709
S 1.546 2.748 2.691
C 5.538 0.440 5.035
N 6.169 0.348 5.991
H 4.375 -0.677 0.720
H 3.525 2.110 4.707
S -1.503 5.637 1.064
C -0.932 4.187 0.737
N -0.511 3.109 0.492
C -1.050 3.328 -4.784
Si 0.515 3.715 -3.831
C 0.196 5.035 -2.551
C 1.847 4.258 -5.024
C 1.180 2.155 -2.995
Te -0.222 0.806 -2.128
C 1.005 -0.901 -2.453
Si 0.519 -1.836 -4.012
C 0.731 -0.700 -5.486
C -1.264 -2.376 -3.866
C 1.654 -3.309 -4.160
H -1.547 4.254 -5.085
H -1.766 2.751 -4.193
H -0.834 2.757 -5.690
H 0.376 6.026 -2.975
H 0.848 4.922 -1.683
H -0.834 5.020 -2.189
H 1.549 5.164 -5.558
H 2.049 3.483 -5.767
H 2.780 4.474 -4.500
H 1.900 2.410 -2.215
H 1.696 1.543 -3.740
H 0.917 -1.529 -1.567
H 2.019 -0.502 -2.473
H 0.153 0.222 -5.374
H 0.371 -1.193 -6.393
H 1.777 -0.429 -5.647
H -1.946 -1.595 -4.212
H -1.522 -2.607 -2.829
H -1.443 -3.267 -4.472
H 2.702 -3.007 -4.209
H 1.426 -3.876 -5.066
H 1.538 -3.983 -3.308
Br 0.156 -7.448 2.577
C -0.065 -5.711 1.864
C 0.838 -4.717 2.208
C 0.662 -3.443 1.691
C -0.398 -3.175 0.831
C -1.283 -4.188 0.485
C -1.125 -5.462 1.006
C -0.613 -1.800 0.286
O -1.414 -1.585 -0.623
O 0.098 -0.883 0.857
H 1.666 -4.936 2.869
H 1.351 -2.649 1.947
H -2.099 -3.965 -0.190
H -1.815 -6.255 0.752
*
```

HOMO-LUMO gap (alpha / beta) = 7.4946 / 5.9299 eV
expectation value of S² = 3.788
LUMO energy (alpha / beta) = -0.113 / -1.914 eV

---

# 3
# C34H44AsCl2N6OSTi

A molecular structure, C34H44AsCl2N6OSTi (ωB97M-V with the def2-TZVPD basis set, the Open Molecules 2025 dataset).

ORCA input file:
```
! RIJCOSX wB97M-V def2-TZVPD def2/J DEFGRID3
* xyz 1 1
Ti -0.390 -0.853 0.298
S 1.744 -1.621 1.623
C 3.105 -0.524 1.402
C 4.287 -0.747 2.120
C 5.375 0.095 1.974
C 5.316 1.186 1.113
C 4.155 1.421 0.400
C 3.055 0.575 0.537
As 1.445 0.833 -0.499
C 1.486 2.768 -0.709
C 1.523 3.533 0.455
C 1.571 4.915 0.384
C 1.573 5.544 -0.855
C 1.528 4.787 -2.014
C 1.482 3.398 -1.946
C 1.989 0.293 -2.286
C 3.284 -0.093 -2.597
C 3.613 -0.416 -3.910
C 2.653 -0.348 -4.909
C 1.351 0.027 -4.597
C 1.018 0.335 -3.287
H 4.332 -1.594 2.792
H 6.280 -0.103 2.536
H 6.166 1.846 1.001
H 4.100 2.268 -0.274
H 1.531 3.043 1.422
H 1.608 5.501 1.293
H 1.613 6.624 -0.914
H 1.534 5.273 -2.982
H 1.456 2.822 -2.859
H 4.042 -0.128 -1.824
H 4.628 -0.708 -4.151
H 2.916 -0.586 -5.932
H 0.596 0.075 -5.372
H 0.000 0.618 -3.040
N -1.043 -2.782 1.187
C -2.373 -3.438 1.177
C -3.024 -3.341 -0.185
N -2.168 -4.023 -1.164
H -0.429 -3.341 0.593
H -0.645 -2.827 2.120
H -2.983 -2.957 1.942
H -2.271 -4.494 1.437
H -3.110 -2.292 -0.469
H -4.029 -3.767 -0.127
H -2.355 -5.018 -1.162
H -2.360 -3.681 -2.096
C -3.650 -0.067 1.893
N -2.843 -0.296 3.083
C -3.553 -0.833 4.233
C -1.542 0.089 3.153
N -0.739 0.003 2.119
N -1.074 0.503 4.361
C -1.879 1.347 5.239
C 0.362 0.526 4.612
H -4.275 -0.941 1.700
H -3.013 0.112 1.035
H -4.307 0.795 2.035
H -2.850 -1.134 5.004
H -4.115 -1.713 3.913
H -4.267 -0.122 4.656
H 0.153 0.436 2.331
H -2.811 1.621 4.753
H -1.329 2.265 5.449
H -2.098 0.853 6.187
H 0.840 -0.351 4.177
H 0.524 0.509 5.689
H 0.836 1.431 4.213
Cl -1.864 2.698 0.527
C -2.572 2.134 -0.954
C -3.362 3.018 -1.666
C -3.943 2.624 -2.860
C -3.712 1.349 -3.346
C -2.913 0.484 -2.626
Cl -2.602 -1.094 -3.295
C -2.323 0.818 -1.389
N -1.576 -0.105 -0.694
H -3.517 4.014 -1.277
H -4.572 3.312 -3.410
H -4.143 1.025 -4.284
C 2.230 -3.649 -1.326
C 1.055 -2.915 -1.880
C 0.637 -3.235 -3.277
O 0.428 -2.082 -1.239
H 2.011 -4.721 -1.317
H 2.473 -3.307 -0.324
H 3.085 -3.505 -1.991
H 1.490 -3.129 -3.949
H -0.174 -2.585 -3.592
H 0.317 -4.279 -3.314
*
```

HOMO-LUMO gap = 7.0271 eV
LUMO energy = -2.678 eV
energy relative to the best compared isomer or geometry (same formula, charge and spin) = 9.43 kcal/mol

---

# 4
# C34H44BrO2SeZn

A molecular structure, C34H44BrO2SeZn (ωB97M-V with the def2-TZVPD basis set, the Open Molecules 2025 dataset).

ORCA input file:
```
! RIJCOSX wB97M-V def2-TZVPD def2/J DEFGRID3
* xyz -1 1
Zn -0.238 -2.648 1.052
C -3.882 4.192 -0.976
C -2.846 3.744 0.074
C -1.527 4.465 -0.251
C -3.257 4.143 1.499
C -2.607 2.227 0.077
C -1.677 1.704 0.921
C -1.382 0.362 0.936
Se -0.169 -0.328 2.196
C 1.422 0.135 1.225
C 1.708 1.477 1.126
C 2.838 1.875 0.453
C 3.622 0.810 -0.125
C 3.388 -0.555 -0.010
C 2.142 -0.938 0.629
O 1.680 -2.159 0.678
C 4.277 -1.632 -0.665
C 5.536 -1.121 -1.378
C 4.766 -2.519 0.461
C 3.501 -2.508 -1.667
C 3.110 3.354 0.227
C 1.979 3.875 -0.739
C 4.474 3.623 -0.468
C 2.999 4.098 1.524
C -2.049 -0.582 0.150
O -1.718 -1.825 0.133
C -3.142 -0.077 -0.641
C -3.301 1.304 -0.684
C -4.141 -1.063 -1.331
C -5.240 -0.389 -2.160
C -4.752 -1.995 -0.254
C -3.337 -1.886 -2.344
H -3.852 5.348 -0.963
H -4.826 3.707 -0.754
H -3.590 3.872 -1.981
H -1.851 5.521 -0.293
H -1.069 4.164 -1.233
H -0.789 4.297 0.509
H -3.541 5.221 1.603
H -2.484 3.895 2.205
H -4.149 3.594 1.810
H -1.050 2.311 1.600
H 1.031 2.136 1.614
H 4.490 1.118 -0.631
H 6.240 -0.650 -0.627
H 5.407 -0.379 -2.145
H 6.060 -2.003 -1.767
H 5.360 -1.933 1.227
H 5.431 -3.279 0.134
H 3.901 -2.946 0.994
H 3.226 -1.850 -2.499
H 2.607 -3.004 -1.321
H 4.211 -3.292 -2.072
H 1.990 3.306 -1.674
H 1.983 4.984 -0.939
H 0.978 3.657 -0.301
H 4.553 3.083 -1.421
H 5.337 3.380 0.153
H 4.535 4.704 -0.656
H 2.006 4.024 1.899
H 3.271 5.172 1.395
H 3.680 3.704 2.264
H -4.095 1.674 -1.302
H -5.890 0.198 -1.498
H -5.859 -1.140 -2.542
H -4.881 0.241 -2.974
H -5.399 -1.358 0.410
H -3.935 -2.413 0.307
H -5.384 -2.722 -0.768
H -2.896 -1.165 -3.034
H -4.018 -2.543 -2.875
H -2.548 -2.468 -1.841
Br -0.809 -9.196 2.520
C -0.629 -7.334 2.103
C -1.780 -6.536 2.039
C -1.660 -5.197 1.745
C -0.458 -4.581 1.507
C 0.624 -5.492 1.490
C 0.610 -6.822 1.794
H -2.729 -6.949 2.311
H -2.611 -4.647 1.792
H 1.598 -5.089 1.290
H 1.479 -7.487 1.730
*
```

HOMO-LUMO gap = 7.1842 eV
LUMO energy = 2.474 eV

---

# 5
# C34H44IrN3OS4Sb

A molecular structure, C34H44IrN3OS4Sb (ωB97M-V with the def2-TZVPD basis set, the Open Molecules 2025 dataset).

ORCA input file:
```
! RIJCOSX wB97M-V def2-TZVPD def2/J DEFGRID3
* xyz 1 1
Ir -0.063 0.183 -1.428
C -2.721 3.006 -0.974
C -3.819 2.039 -1.412
S -3.573 1.047 -2.898
C -3.095 2.246 -4.163
C -1.913 1.738 -4.989
S -0.401 1.199 -4.131
C 0.327 2.761 -3.617
C -0.388 3.514 -2.499
S -0.960 2.539 -1.053
H -2.801 3.947 -1.517
H -2.890 3.249 0.076
H -3.990 1.297 -0.632
H -4.740 2.618 -1.504
H -3.932 2.417 -4.840
H -2.867 3.199 -3.694
H -2.220 0.873 -5.579
H -1.609 2.507 -5.702
H 1.328 2.490 -3.289
H 0.426 3.410 -4.489
H 0.298 4.266 -2.108
H -1.257 4.044 -2.880
C 2.820 -2.680 -2.194
C 1.382 -2.620 -1.644
C 1.397 -2.810 -0.139
C 0.563 -3.749 -2.297
C 0.813 -1.310 -2.099
H 3.300 -3.599 -1.853
H 3.409 -1.834 -1.837
H 2.828 -2.673 -3.285
H 1.678 -3.835 0.114
H 0.423 -2.603 0.306
H 2.142 -2.150 0.310
H 1.064 -4.697 -2.100
H 0.494 -3.626 -3.379
H -0.443 -3.807 -1.879
H 1.092 -1.185 -3.161
C -3.857 -1.659 1.982
N -3.374 -1.709 0.602
C -3.820 -2.671 -0.237
C -3.385 -2.756 -1.509
C -2.394 -1.820 -1.920
N -1.908 -0.903 -1.080
C -2.420 -0.777 0.194
O -2.083 0.126 0.939
N -1.936 -1.857 -3.170
H -4.907 -1.943 2.000
H -3.741 -0.646 2.351
H -3.275 -2.332 2.611
H -4.561 -3.346 0.169
H -3.771 -3.498 -2.188
H -2.262 -2.555 -3.814
H -1.251 -1.177 -3.461
S 2.006 1.223 -1.194
Sb 1.309 0.433 1.057
C 3.356 0.023 1.545
C 4.346 -0.146 0.587
C 5.658 -0.397 0.969
C 5.990 -0.482 2.311
C 5.005 -0.325 3.275
C 3.695 -0.083 2.893
C 1.109 2.261 2.124
C 1.195 2.230 3.514
C 1.134 3.406 4.247
C 0.982 4.621 3.597
C 0.898 4.657 2.215
C 0.962 3.481 1.480
C 0.474 -0.897 2.529
C -0.658 -0.503 3.234
C -1.193 -1.328 4.214
C -0.611 -2.558 4.483
C 0.515 -2.958 3.776
C 1.056 -2.130 2.804
H 4.098 -0.065 -0.462
H 6.421 -0.521 0.211
H 7.013 -0.673 2.607
H 5.255 -0.396 4.326
H 2.939 0.015 3.662
H 1.291 1.290 4.043
H 1.204 3.369 5.326
H 0.936 5.538 4.170
H 0.791 5.604 1.702
H 0.932 3.520 0.405
H -1.118 0.455 3.035
H -2.062 -1.004 4.773
H -1.022 -3.197 5.253
H 0.983 -3.910 3.991
H 1.952 -2.445 2.287
*
```

HOMO-LUMO gap = 6.9829 eV
LUMO energy = -2.721 eV